A molecular structure, C41H54BaClN7O4P2S3Sb in a non-equilibrium geometry. Source: OMol25; level of theory: the ωB97M-V functional and the def2-TZVPD basis.

Output
- frontier orbital gap (spin up / spin down) (eV) = 3.687 / 6.223
- E_HOMO (spin up / spin down) (eV) = -0.1 / -2.6
- LUMO level (spin up / spin down) (eV) = 3.60 / 3.61
- spin multiplicity = 2
- E (hartree) = -4882.38851
- charge = -2
- energy relative to the best compared isomer or geometry (same formula, charge and spin) (kJ/mol) = 318.57

Element x y z (Å)
Ba  2.076  -1.689  1.132
C  5.074  1.229  -4.208
C  4.054  0.171  -4.645
C  3.854  0.209  -6.168
P  2.594  0.201  -3.493
C  1.348  -0.936  -4.246
C  1.571  -2.380  -3.815
C  -0.063  -0.462  -3.875
C  1.842  1.825  -3.533
C  1.961  2.539  -4.732
C  1.405  3.785  -4.922
C  0.687  4.345  -3.852
C  0.525  3.671  -2.674
C  1.084  2.361  -2.434
N  0.971  1.718  -1.281
C  -0.006  2.108  -0.384
C  -1.348  2.241  -0.781
C  -2.328  2.647  0.100
C  -2.009  2.902  1.429
C  -0.703  2.720  1.849
C  0.316  2.337  0.971
P  2.031  1.965  1.504
C  2.150  2.451  3.306
C  1.877  3.909  3.687
C  1.419  1.473  4.234
C  3.089  3.341  0.787
C  2.304  4.591  0.392
C  3.951  2.857  -0.383
H  6.029  1.063  -4.714
H  5.247  1.187  -3.133
H  4.716  2.231  -4.453
H  4.461  -0.808  -4.378
H  3.950  1.223  -6.557
H  2.894  -0.187  -6.496
H  4.633  -0.390  -6.645
H  1.482  -0.865  -5.327
H  0.888  -3.041  -4.358
H  2.592  -2.715  -4.015
H  1.400  -2.510  -2.747
H  -0.141  -0.296  -2.797
H  -0.797  -1.220  -4.167
H  -0.320  0.474  -4.370
H  2.488  2.088  -5.559
H  1.520  4.309  -5.862
H  0.246  5.331  -3.961
H  -0.045  4.127  -1.875
H  -1.600  2.008  -1.811
H  -3.350  2.753  -0.239
H  -2.774  3.204  2.133
H  -0.482  2.885  2.891
H  3.222  2.282  3.470
H  0.855  4.218  3.473
H  2.548  4.600  3.173
H  2.038  4.031  4.763
H  0.334  1.537  4.155
H  1.693  1.672  5.274
H  1.683  0.443  4.006
H  3.772  3.579  1.609
H  1.834  4.441  -0.581
H  2.978  5.451  0.309
H  1.516  4.840  1.104
H  3.330  2.550  -1.222
H  4.559  1.996  -0.101
H  4.618  3.660  -0.718
S  6.128  -3.469  -0.015
Sb  4.570  -3.588  -1.641
S  3.339  -0.470  -1.784
S  2.576  -4.175  -0.610
O  0.579  -3.082  6.871
C  -0.660  -2.644  7.044
O  -1.247  -2.807  8.093
C  -1.267  -1.964  5.869
C  -2.544  -1.500  5.805
Cl  -3.765  -1.578  7.006
N  -2.782  -1.006  4.535
N  -1.626  -1.128  3.743
C  -0.705  -1.723  4.580
C  0.641  -1.970  4.195
O  1.442  -2.574  4.969
O  1.068  -1.542  3.008
C  -3.944  -0.530  3.959
C  -5.024  0.017  4.680
C  -6.163  0.432  4.015
C  -6.284  0.324  2.630
C  -5.205  -0.187  1.918
C  -4.048  -0.588  2.556
H  0.941  -2.809  5.955
H  -4.972  0.123  5.751
H  -6.978  0.852  4.594
H  -7.182  0.652  2.123
H  -5.264  -0.268  0.838
H  -3.191  -0.939  2.006
C  -1.006  -3.965  -1.341
N  -1.326  -2.916  -0.366
C  -1.957  -3.545  0.804
N  -3.177  -4.276  0.431
C  -2.819  -5.285  -0.565
N  -2.207  -4.704  -1.765
C  -3.153  -3.740  -2.332
N  -3.521  -2.683  -1.388
C  -2.287  -1.995  -0.980
C  -4.099  -3.321  -0.195
H  -0.291  -4.660  -0.902
H  -0.546  -3.508  -2.218
H  -2.205  -2.779  1.539
H  -1.249  -4.242  1.256
H  -3.721  -5.830  -0.858
H  -2.113  -5.987  -0.118
H  -4.059  -4.272  -2.635
H  -2.703  -3.282  -3.216
H  -2.538  -1.210  -0.271
H  -1.830  -1.540  -1.860
H  -5.008  -3.851  -0.490
H  -4.356  -2.549  0.532